1.
Density functional theory data (wB97M-V/def2-TZVPD) for C40H57Br45F3N2O7PS2 as an isolated structure in a non-equilibrium geometry.

Properties
largest force on an atom = 7.33 eV Å⁻¹
ΔE to the lowest compared entry with this formula, charge and spin = 0.000 eV
molecular weight = 4425.7 g/mol
total energy = -119462.14566 hartree

The geometry in XYZ format:
```
157
Properties=species:S:1:pos:R:3:lowdin_charge:R:1
H 2.5071 -1.0744 5.9650 -0.01
H -0.7460 -4.0115 2.1852 0.09
H -0.7275 1.0149 1.6855 0.10
H 5.2653 -0.1090 3.9742 -0.07
H -7.5287 -4.6975 5.1958 -0.03
Br 9.6351 -1.3603 -6.1382 0.55
H 2.3275 -1.6797 -0.3404 0.12
O -0.0866 -4.7496 -2.9902 -0.27
C -0.3859 1.4705 3.8594 -0.19
H 0.5025 0.8165 3.8308 0.09
Br -3.6609 11.3829 8.6470 0.57
C -7.0836 -3.7132 5.2649 -1.63
N 1.7986 -4.2737 -0.0524 -0.03
Br 6.5821 1.8945 4.6024 0.57
H -3.3900 -0.1088 1.3897 0.09
O -2.1642 -0.1007 -3.7979 -0.40
P -0.7941 0.2482 -3.3422 0.83
C 1.5325 -1.0804 -2.2642 -0.38
Br -2.7933 7.2259 -6.2218 0.56
F 3.2443 2.8542 -1.6776 0.15
H 2.5937 -6.9824 1.4312 0.09
Br -5.7188 -3.6087 3.9017 0.55
Br 4.4715 -3.8850 5.9025 0.59
Br 1.7534 -3.2842 4.3329 0.74
H -4.0318 1.0458 -4.4806 -0.08
C 9.8897 -1.9189 -1.7560 -1.63
Br -6.5530 6.7673 6.7850 0.57
H 3.9934 -0.3138 -2.2103 0.16
Br 3.7360 -6.5809 -7.3783 0.54
Br -6.2840 1.9335 -3.9410 0.56
C 1.5926 -3.5663 -1.3224 -0.34
H -1.7350 0.0684 2.8549 0.10
H 1.7758 1.0293 8.0251 0.09
Br -4.7151 -0.0743 6.1996 0.57
H -0.2687 -1.6295 -0.1102 0.10
C 1.0480 -3.7499 1.0545 -0.48
H 3.0173 1.6502 6.9394 0.02
H -3.2728 1.7816 3.3002 0.10
H 3.2652 -2.2397 -1.7194 0.09
C 1.7972 -5.7432 -0.1606 -0.51
C -3.0396 2.0756 1.1069 -0.20
C 6.2549 -10.6705 -8.3474 -1.62
C 5.2017 -5.3885 -7.7790 -1.62
C -2.4919 2.0716 2.5748 -0.21
H -0.5508 -5.3029 0.9939 0.07
C 1.9757 -0.1273 6.0901 -0.36
H 0.1360 0.5069 -4.3780 0.04
Br 10.5957 -1.8655 0.0400 0.58
Br -14.0229 10.7226 -8.3560 0.56
H -0.8288 1.4135 -2.5269 0.04
C 3.5966 -3.8452 4.1827 -1.55
O 1.2086 -2.6742 1.5391 0.00
S -0.1081 -3.6907 -2.0199 0.70
H 3.9040 -5.9527 0.6785 -0.02
Br -8.4937 -2.4293 4.9651 0.56
H -4.6137 6.0664 -5.0072 -0.08
F 3.5930 1.8320 -3.5611 0.13
C -3.0247 0.2996 -0.7925 -0.18
C 1.9049 0.3304 -1.6489 -0.05
Br 4.9342 -4.4605 -9.4505 0.58
Br -7.5549 12.6740 -7.5263 0.58
H -2.4795 -1.5851 0.1179 0.11
H 8.1690 -3.0524 -7.1873 -0.04
Br -3.3833 7.0247 -3.0858 0.56
Br 9.2412 -4.4557 -5.4481 0.52
Br 5.3927 -6.4518 -3.7891 0.60
C 3.8847 1.8131 -2.2361 -0.57
H -5.9503 1.7026 7.4002 -0.02
C -1.2881 1.0583 2.6378 -0.20
H 2.2029 -4.1166 -2.0525 0.01
C -0.6735 -0.9129 -0.8462 -0.15
Br 4.2000 -4.8560 -1.2875 0.95
Br 11.2793 -1.7029 -3.0809 0.54
C -4.4031 9.6227 8.9233 -1.65
H 3.5884 -4.8611 3.8078 -0.03
H -2.1287 3.0803 2.8496 0.11
H 6.1672 -11.7145 -8.6196 -0.03
H 0.4321 -5.2728 2.5499 0.07
Br -5.4817 4.9961 4.3503 0.55
Br -3.9540 3.1752 -5.7457 0.57
H 1.5808 0.4220 -0.6019 0.13
H 3.4770 1.1750 0.2216 0.11
C -3.5691 0.6787 0.6346 -0.18
Br 6.9031 -6.3007 -7.7319 0.54
H 1.5729 1.1654 -2.2887 0.11
C -2.2333 -1.0679 -0.8326 -0.17
Br -9.8801 11.3968 -5.7421 0.59
H 9.4601 -2.9034 -1.8996 -0.06
H -4.9392 9.3576 8.0196 -0.07
H 0.2674 1.8427 6.6162 0.11
Br -12.9130 7.7332 -8.1264 0.56
Br 10.2926 -3.5933 -8.3354 0.58
C -0.3754 0.9675 6.4048 -0.20
Br 7.1525 -1.2132 5.1357 0.52
Br -13.9108 9.2737 -5.5079 0.56
C -0.0308 -1.1245 -2.2775 -0.46
C 5.7700 -5.2154 -2.3558 -1.50
Br 4.4818 0.1688 6.3248 0.90
H -12.0903 9.8276 -7.0941 -0.10
C -1.2403 1.3064 5.1551 -0.25
Br -5.6825 9.6005 10.3684 0.56
H -3.8747 2.8004 1.0629 0.10
H -0.4493 0.0970 -0.4520 0.10
C -5.0363 6.3297 5.6710 -1.64
O 0.9607 -6.3889 -0.6748 0.17
S 2.5003 -3.4686 -4.8905 0.81
H 3.2156 -7.4144 -0.1587 0.09
Br -3.0224 8.2953 9.1704 0.55
H 3.3449 0.1200 7.9673 0.03
Br 8.4640 -0.6365 -2.0028 0.54
Br 5.3228 -10.4396 -6.6712 0.55
H -4.2824 5.8967 6.3174 -0.06
C -4.9500 1.3074 7.5262 -1.59
H -0.1077 2.5265 3.6829 0.11
C -4.7756 1.5548 -5.0873 -1.63
O -1.1230 -3.9863 -1.0379 -0.24
H 2.1129 0.5018 5.1906 0.08
Br 4.5801 -2.7800 2.8999 0.61
C -0.0029 -4.6871 1.7204 -0.01
Br -5.5344 8.3650 -5.0339 0.57
H -2.2175 2.4658 0.4768 0.10
H 6.4977 -5.6902 -1.7089 -0.02
C 5.7978 0.1483 4.8831 -1.53
H -1.9081 2.1849 5.3074 0.04
O 3.9618 0.4932 -0.2687 0.01
C 2.2296 -2.1287 -1.3406 -0.07
C 2.2495 -2.0716 -4.2052 -0.71
H -1.9153 0.4377 4.9949 0.08
Br -5.2462 0.3549 -6.5224 0.58
Br -3.7228 2.7727 7.2495 0.62
O -0.5496 -2.3471 -2.8385 -0.20
H 0.1765 -1.1303 6.9557 0.11
Br -6.3346 -3.5499 7.0359 0.55
Br -4.8392 0.6085 9.3215 0.58
Br -8.8295 9.8537 -8.3316 0.57
H 0.1235 -0.7668 5.2227 0.08
Br -4.2572 7.9035 4.8659 0.57
H 5.2221 -4.6369 -6.9976 -0.04
C 0.4336 -0.3580 6.2081 -0.21
H -4.6700 0.7565 0.5378 0.11
C -4.1470 7.0329 -4.8581 -1.64
H -2.6327 -1.7055 -1.6337 0.11
H -3.8647 0.1959 -1.4957 0.10
Br 5.4427 -9.6431 -9.7656 0.56
C 9.1898 -3.1065 -6.8285 -1.62
H -1.0567 0.8211 7.2690 0.09
C 3.0159 -6.5493 0.4963 -0.10
C -13.0919 9.4438 -7.2497 -1.65
C 3.4879 0.4475 -1.5993 -0.24
H -7.6222 10.5372 -6.2811 -0.06
C -8.3644 11.0443 -6.8846 -1.63
Br 8.1390 -10.2850 -8.1741 0.56
H -2.3244 1.1007 -1.0822 0.06
F 5.2095 2.0209 -2.1663 0.15
Br 6.5640 -3.5771 -3.0029 0.57
C 2.5933 0.7234 7.3295 -0.38
N 2.0433 -1.0166 -3.6643 0.10
```

---

2.
Density functional theory data (wB97M-V/def2-TZVPD) for C40H57BrN4O11P2S2Ti as an isolated structure.

Properties
largest force on an atom = 0.80 eV Å⁻¹
⟨S²⟩ = 2.06
ΔE to the lowest compared entry with this formula, charge and spin = 1.536 eV
molecular weight = 1023.8 g/mol
charge = -2
2S+1 = 3
total energy = -7508.22540 hartree

The geometry in XYZ format:
```
118
Properties=species:S:1:pos:R:3:mulliken_spin:R:1
C 1.8399 -5.5323 -2.7607 0.00
H 4.1295 3.9731 1.7211 0.05
C 4.6384 -0.8847 0.3927 -0.01
H -3.9580 -1.9906 -4.1361 0.00
C -3.3190 -1.2795 -4.6649 0.01
H -2.2023 -3.3595 5.3716 0.00
S 0.8335 2.5034 3.6350 0.00
H -5.2368 1.0338 -2.1457 0.00
H -0.6083 4.3702 -3.7938 0.00
C 3.8510 -2.1795 0.6244 -0.01
O -0.4865 2.5546 0.5781 0.01
C 0.0918 -2.3408 -1.5594 0.05
C 1.6010 -1.1926 -0.0394 0.03
C -4.5355 2.6600 1.2785 0.01
H 5.5437 -0.8890 1.0080 0.00
H -0.3567 -3.2530 -4.1209 0.00
H -4.6190 0.0255 2.1454 -0.01
H 1.7931 4.2978 4.9664 0.00
C 1.0411 -3.3442 -1.7397 -0.03
C 1.4486 4.1631 3.9395 0.00
C -6.3704 1.8565 -0.1779 0.00
H -0.9287 1.0655 7.6321 0.00
N -0.9950 -1.7952 6.0751 0.00
H -1.2998 -0.4567 -2.8450 0.00
H -6.2274 0.7711 2.2779 0.00
H -6.8477 1.0205 -0.6960 0.00
H -5.7274 -0.0644 -4.0415 0.00
H 2.7702 -5.0900 -3.1222 0.00
C 7.0468 3.5757 0.3118 0.27
H 2.8304 -1.4938 2.4242 0.00
N 6.1077 3.9988 1.1913 -0.05
C 3.4929 -2.3003 2.1129 0.00
H -5.2921 3.0544 1.9650 0.00
H -2.1131 3.5881 -1.1930 0.00
H 5.6967 -3.2569 0.8404 0.00
H -0.4245 -5.6192 -1.2156 0.00
H 2.8393 1.7128 4.7469 0.00
P 0.5641 3.1872 -2.4630 0.01
H -5.1180 0.4435 -5.6211 0.00
O 0.1971 1.8038 -1.9258 -0.01
O -0.8121 3.6460 -3.1942 0.00
H 5.1333 1.7590 -1.8492 0.05
H -2.2832 -1.5839 -4.5104 0.00
C -4.2817 0.7253 -1.7474 -0.03
C -3.5579 0.1508 -4.1616 0.03
H 2.2606 4.3735 3.2434 0.00
O -0.2036 5.0775 1.1285 0.00
C 0.4861 -3.9453 -4.1030 0.00
P -0.4726 4.0387 0.1354 -0.01
H -0.0891 1.0825 5.2086 0.00
C 2.2483 -3.2530 -1.0569 0.04
H 2.9852 -3.2470 2.3146 0.00
C 2.3807 1.5928 3.7630 -0.01
H -4.2764 3.4469 0.5684 -0.01
H 1.5579 -6.3327 -3.4504 0.00
C 4.4321 2.7516 -0.0356 0.04
O 1.7506 -0.1328 0.7714 0.01
H 1.3668 -3.4018 -4.4499 0.00
O -2.5303 0.4408 1.3636 0.30
S -0.0074 -1.3667 3.5674 0.00
C 0.7155 -4.4988 -2.6895 0.00
H 4.0518 -0.0083 0.6492 0.01
H 0.6404 4.8560 3.7120 0.00
O 1.7155 3.4725 -3.3201 0.00
H -5.1841 1.6006 -4.2903 0.00
C -0.4656 -0.9754 5.1150 0.00
H 3.0625 1.9287 2.9818 0.01
N -0.4026 0.2494 5.7119 0.00
Br 8.0789 2.2789 -1.9979 0.00
C -3.3147 0.2101 -2.6534 0.11
H -1.5431 0.8184 -4.6725 0.00
H 5.0455 -3.3306 -0.7986 0.00
C -4.0491 0.8625 -0.4072 0.12
H -1.4118 -4.5386 -2.1961 0.00
C -5.4890 0.3571 1.5835 0.01
H -3.5345 -1.3476 -5.7356 0.00
H 4.4032 -2.2567 2.7198 0.00
C 5.4113 2.3591 -0.9952 0.17
C -5.0948 1.4264 0.5523 0.00
N -0.5042 -0.2468 -0.3253 0.11
H -5.9372 -0.5075 1.0850 0.00
C -1.2429 -3.1992 5.8671 0.00
C 2.5581 -2.1968 -0.1915 0.01
H 2.9855 -4.0279 -1.1971 0.01
C -0.8861 0.1980 6.9992 0.00
H 2.0351 -5.9813 -1.7846 0.00
Ti 0.8759 1.3540 -0.0563 0.19
H -0.8015 -6.0427 -2.8975 0.00
H -3.6411 2.4082 1.8438 0.00
C -4.9821 0.5578 -4.5425 0.02
C -2.7552 0.4496 0.1439 0.13
C -2.5780 1.1021 -4.8642 0.01
C -0.5583 -5.2164 -2.2216 0.00
H -6.1739 2.6469 -0.9062 0.00
H 4.9399 -0.7912 -0.6531 -0.01
H 8.0704 3.8860 0.4730 0.03
H 0.2757 -4.7569 -4.8071 0.00
H 4.3277 -4.3153 0.4906 0.00
O 2.1794 2.5957 0.7804 0.03
H 2.1458 0.5425 3.5899 0.00
C -1.2570 -1.0775 7.2327 0.00
H -1.6832 -1.5385 8.1054 0.00
H -2.6984 2.1239 -4.5010 0.00
H -0.4607 -3.5973 5.2226 0.00
H -0.8766 -2.4175 -2.0336 0.03
C 4.8691 3.6086 1.0160 0.06
C 0.3608 -1.2581 -0.7300 -0.08
H -1.2352 -3.7080 6.8305 0.00
O 0.5691 4.1092 -1.1166 0.01
C 6.6945 2.7808 -0.7754 -0.07
O -1.8865 4.2965 -0.5752 0.00
H -7.0836 2.2462 0.5530 0.00
O 2.6429 1.5151 -1.0401 0.04
C 3.1063 2.3000 -0.1090 0.21
C -1.7477 -0.0394 -0.8066 0.17
C -2.0901 -0.1719 -2.1632 -0.09
C 4.7752 -3.3449 0.2597 0.00
H -2.7455 1.0907 -5.9464 0.00
```

---

Question: Among the records above, which one has the highest total energy?
Answer: C40H57BrN4O11P2S2Ti